Run A
The following is a DFT calculation (ωB97M-V/def2-TZVPD) of a cluster of 14 separate species, C84H70N14O28 in total.

XYZ file:
```
196
Properties=species:S:1:pos:R:3:mulliken_charge:R:1
C -3.87021 -1.19660 2.26160 -0.852
C -2.91105 -1.50476 1.25876 -0.397
C -3.28121 -1.34734 -0.07561 0.324
C -4.53421 -1.01524 -0.51917 -0.328
C -5.59353 -0.89894 0.45667 -0.450
C -5.24175 -0.96515 1.82166 -0.736
N -4.79515 -0.87724 -1.94221 1.036
O -3.87622 -0.61625 -2.74751 -0.527
O -5.97925 -0.79429 -2.31941 -0.623
H -3.58170 -1.33473 3.29314 0.493
H -1.98852 -1.97563 1.56473 0.555
H -2.50313 -1.63049 -0.76902 0.418
H -6.60264 -0.65527 0.15879 0.545
H -6.06389 -0.84082 2.51088 0.488
C 1.86940 -6.69676 0.04322 -0.191
C 2.91683 -5.82118 0.21684 -0.890
C 4.15738 -6.33167 0.64952 -0.523
C 4.33720 -7.72663 0.93917 -0.205
C 3.28776 -8.56368 0.60437 -0.126
C 2.02346 -8.03734 0.38528 -0.619
N 5.49201 -8.32105 1.56720 0.982
O 6.45405 -7.63842 1.62640 -0.596
O 5.42752 -9.51206 1.97173 -0.601
H 0.85493 -6.47238 -0.25158 0.728
H 2.95154 -4.76058 0.01606 0.748
H 4.92206 -5.65481 1.00097 0.466
H 3.38817 -9.60169 0.88517 0.558
H 1.22877 -8.62980 -0.04350 0.290
C -3.14572 6.47078 -0.03613 -0.889
C -2.22897 5.67278 0.61914 -0.187
C -2.38904 5.41008 1.95864 0.082
C -3.64200 5.77555 2.57241 -0.419
C -4.62993 6.44332 1.88085 -0.618
C -4.35476 6.79099 0.55068 -0.645
N -3.72900 5.57121 4.08498 0.962
O -2.80143 5.09880 4.73041 -0.591
O -4.65509 6.06037 4.72600 -0.579
H -3.04412 6.74973 -1.07452 0.355
H -1.31078 5.39894 0.12080 0.693
H -1.66149 4.75872 2.41994 0.542
H -5.53893 6.83329 2.31449 0.549
H -5.09462 7.22894 -0.10294 0.745
C -7.74580 -5.55274 -2.70784 -0.282
C -6.44101 -5.14609 -3.13691 -0.702
C -5.44165 -4.93437 -2.15222 -0.041
C -5.65060 -5.30140 -0.80421 -0.151
C -6.95888 -5.59793 -0.38403 -0.135
C -8.02739 -5.67037 -1.32895 -0.695
N -4.59246 -5.09383 0.18619 0.952
O -4.87216 -5.30241 1.40617 -0.590
O -3.35664 -4.90354 -0.06467 -0.426
H -8.52666 -5.58917 -3.45304 0.360
H -6.33129 -4.93284 -4.18994 0.382
H -4.42790 -4.80123 -2.50003 0.550
H -7.33698 -5.79493 0.60826 0.412
H -9.00539 -6.01686 -1.02919 0.373
C -8.38652 5.35865 -2.09336 -0.362
C -8.44295 4.75165 -3.37148 -0.789
C -7.33297 3.98349 -3.75537 -0.310
C -6.15771 3.80870 -2.92271 -0.061
C -6.14528 4.57737 -1.72837 0.373
C -7.22593 5.29307 -1.31112 -0.617
N -5.04866 3.02471 -3.34731 0.902
O -5.34932 1.91454 -3.70767 -0.471
O -3.89733 3.41355 -3.09152 -0.529
H -9.18929 5.91791 -1.63600 0.369
H -9.31009 4.97770 -3.97426 0.381
H -7.27143 3.54900 -4.74220 0.414
H -5.30740 4.72822 -1.06384 0.279
H -7.03232 5.62231 -0.30091 0.420
C 1.91233 7.51909 1.58261 -0.416
C 2.76250 7.78102 2.62051 -0.854
C 2.17327 8.29611 3.75758 -0.112
C 0.81086 8.73715 3.76496 -0.441
C 0.03836 8.51466 2.57120 -0.058
C 0.58214 7.90394 1.53603 -0.441
N 0.21444 9.44379 4.91651 0.925
O 0.92954 9.70083 5.86952 -0.582
O -0.97044 9.88957 4.90795 -0.582
H 2.19626 6.93592 0.71908 0.474
H 3.84111 7.72651 2.61626 0.476
H 2.67970 8.49629 4.69024 0.536
H -0.98776 8.81386 2.41638 0.486
H -0.09255 7.74032 0.70873 0.581
C 1.11892 -1.48501 -5.13872 -0.332
C 1.05953 -0.44027 -6.01475 -0.954
C 2.31931 0.12507 -6.24738 -0.183
C 3.57874 -0.40423 -5.80198 -0.472
C 3.48015 -1.49764 -4.93788 0.021
C 2.25216 -1.95963 -4.52968 -0.447
N 4.81695 0.22165 -6.21255 0.950
O 5.88951 -0.30746 -5.84742 -0.558
O 4.68773 1.30236 -6.84930 -0.575
H 0.18587 -1.98342 -4.92097 0.403
H 0.16718 -0.02306 -6.45752 0.482
H 2.33752 0.92086 -6.97729 0.439
H 4.34506 -1.91311 -4.44218 0.540
H 2.13774 -2.69031 -3.74265 0.655
C 0.12725 -7.99624 5.19914 -0.646
C -0.72542 -7.03713 5.84280 -0.419
C -1.26540 -6.04941 5.05194 -0.559
C -0.88952 -5.93712 3.71865 0.083
C -0.03181 -6.82643 3.04893 -0.040
C 0.41337 -7.87779 3.82935 -0.300
N -1.34098 -4.61041 3.03347 1.277
O -0.72613 -4.22431 2.06689 -0.597
O -2.23227 -3.97100 3.53806 -0.616
H 0.28019 -8.93543 5.70996 0.340
H -0.97000 -7.18938 6.88366 0.400
H -1.90392 -5.35025 5.57144 0.396
H 0.10862 -6.67574 1.98876 0.290
H 0.92735 -8.68414 3.32733 0.408
C 0.41407 2.33988 -0.52435 -0.629
C -0.72697 1.90338 -1.31445 -1.047
C -0.80239 0.52974 -1.58288 0.078
C 0.19513 -0.32235 -1.21460 -0.539
C 1.16359 0.08129 -0.30837 -0.961
C 1.23673 1.43573 0.00456 -0.545
N 0.13412 -1.71567 -1.62065 1.187
O 0.90300 -2.49074 -1.09702 -0.509
O -0.79452 -2.07194 -2.38820 -0.563
H 0.59478 3.38884 -0.34154 0.751
H -1.43816 2.57364 -1.77418 0.694
H -1.70505 0.30724 -2.13252 0.656
H 1.89419 -0.52734 0.20368 0.946
H 2.07446 1.82650 0.56304 0.541
C 1.07023 3.84315 5.66233 -0.522
C 2.26758 3.09078 5.69995 -0.670
C 3.01357 2.96137 4.48887 -0.420
C 2.59596 3.81784 3.44215 -0.282
C 1.39120 4.51963 3.49254 0.379
C 0.51800 4.55070 4.60583 -0.838
N 3.35523 3.83844 2.21888 1.066
O 4.22779 3.00602 2.05879 -0.636
O 3.25125 4.81772 1.46235 -0.529
H 0.58346 3.73815 6.62068 0.364
H 2.64549 2.71393 6.63887 0.526
H 3.91630 2.36985 4.52876 0.582
H 0.97789 4.99792 2.61687 0.393
H -0.40819 5.10170 4.67632 0.593
C 1.17586 -6.69129 -4.07433 -0.161
C 2.39966 -6.72835 -3.35211 -0.704
C 2.80938 -7.99112 -2.92967 0.547
C 2.18947 -9.15549 -3.23361 -0.684
C 0.98734 -9.11274 -3.98110 -0.372
C 0.48562 -7.87011 -4.33647 -0.745
N 2.68959 -10.45799 -2.62313 0.974
O 3.76901 -10.37109 -1.96205 -0.545
O 2.03255 -11.48782 -2.67993 -0.574
H 0.81145 -5.75380 -4.46766 0.435
H 2.88023 -5.78545 -3.13673 0.530
H 3.75798 -8.00349 -2.41353 0.472
H 0.41349 -10.00775 -4.17101 0.444
H -0.26890 -7.82358 -5.10779 0.373
C 5.43341 -0.26831 8.03294 -0.282
C 5.51541 -0.45982 6.67245 -0.716
C 4.31002 -0.75997 6.02143 0.153
C 3.11867 -0.72002 6.71089 -0.182
C 3.10562 -0.51677 8.11289 -0.285
C 4.27534 -0.41276 8.78047 -0.641
N 1.91288 -0.87844 5.89940 1.044
O 0.82049 -0.62309 6.30382 -0.611
O 1.93636 -1.34105 4.76861 -0.555
H 6.35233 -0.00358 8.53484 0.368
H 6.47743 -0.39307 6.18618 0.446
H 4.43136 -1.11480 5.00862 0.491
H 2.26630 -0.46509 8.79058 0.423
H 4.15512 -0.26127 9.84301 0.347
C 4.83378 0.32818 -1.63739 0.093
C 5.29894 -0.97474 -1.78833 -0.773
C 6.68159 -0.97152 -2.14896 -0.300
C 7.40095 0.23479 -2.44552 -0.197
C 6.78992 1.49315 -2.36209 -0.366
C 5.46563 1.53359 -1.87869 -0.685
N 8.84805 0.21856 -2.81651 0.992
O 9.42383 -0.84428 -2.80449 -0.598
O 9.38075 1.29917 -3.06359 -0.599
H 3.81414 0.41736 -1.29274 0.135
H 4.73382 -1.86938 -1.57230 0.796
H 7.20866 -1.89822 -2.32165 0.435
H 7.36035 2.39712 -2.51653 0.499
H 4.77733 2.35299 -1.73301 0.552
C -0.07048 5.91451 -6.78522 -0.424
C -0.30502 5.16898 -5.67057 -0.588
C -0.67255 5.73382 -4.50061 -0.256
C -0.69610 7.09645 -4.36536 0.013
C -0.44069 7.88054 -5.44808 -0.379
C -0.17232 7.30149 -6.68619 -0.551
N -0.83679 7.65148 -3.02673 0.966
O -0.41668 6.90282 -2.09721 -0.439
O -1.11893 8.84381 -2.93179 -0.577
H -0.00587 5.45652 -7.76117 0.383
H -0.34026 4.09151 -5.73553 0.452
H -0.90006 5.09841 -3.65747 0.595
H -0.47737 8.95592 -5.35524 0.437
H -0.04541 7.89403 -7.58016 0.377
```

Output
LUMO level	-0.0422	Ha
Kohn-Sham gap	8.5	eV
HOMO energy	-9.6894	eV

Run B
The following is a DFT calculation (ωB97M-V/def2-TZVPD) of a cluster of 14 separate species, C84H70N14O28 in total.

XYZ file:
```
196
Properties=species:S:1:pos:R:3:mulliken_charge:R:1
C 2.41418 8.92004 -1.33018 -0.536
C 1.24945 8.15615 -1.19821 -0.942
C 1.30857 6.85198 -0.69446 0.492
C 2.52030 6.28082 -0.28813 -0.216
C 3.67294 7.09920 -0.33550 -0.326
C 3.62352 8.41660 -0.84719 -0.697
N 2.59597 4.91594 0.21267 1.169
O 3.68397 4.55358 0.62613 -0.591
O 1.61268 4.19198 0.35508 -0.516
H 2.56011 9.92187 -1.70628 0.369
H 0.33444 8.54657 -1.61860 0.452
H 0.43192 6.22269 -0.73787 0.401
H 4.63375 6.69974 -0.04619 0.476
H 4.47297 9.08175 -0.79798 0.405
C 0.44043 0.56030 -4.83436 -0.124
C -0.66442 0.81758 -5.70250 -0.501
C -1.00107 -0.09507 -6.69445 -0.436
C -0.32803 -1.37460 -6.72740 -0.190
C 0.79374 -1.54126 -5.90658 -0.612
C 1.18355 -0.64835 -4.95684 -0.294
N -0.79147 -2.40572 -7.62115 0.981
O -1.60812 -2.07753 -8.49358 -0.604
O -0.42609 -3.52766 -7.38086 -0.576
H 0.74221 1.26267 -4.07146 0.478
H -1.31911 1.67492 -5.64982 0.494
H -1.79567 0.20112 -7.36323 0.482
H 1.43716 -2.40808 -5.87433 0.378
H 1.94675 -0.91657 -4.24131 0.488
C 7.05114 3.91156 -2.59260 -0.588
C 7.30142 2.98978 -3.57550 -0.575
C 6.38211 1.98665 -3.85186 -0.479
C 5.18512 1.97387 -3.10730 -0.310
C 4.89778 3.00507 -2.15575 0.044
C 5.80543 3.98767 -1.90699 -0.152
N 4.11418 1.00794 -3.45647 1.140
O 3.02106 1.14755 -3.05517 -0.338
O 4.40310 0.09390 -4.26718 -0.643
H 7.73854 4.69319 -2.30459 0.430
H 8.21651 3.06129 -4.14462 0.403
H 6.51083 1.26694 -4.64675 0.515
H 3.93234 2.99969 -1.67170 0.389
H 5.56967 4.89189 -1.36551 0.160
C -1.89584 6.52275 1.25041 -0.446
C -3.13261 6.87042 1.72738 -0.744
C -4.06270 5.93281 2.02888 -0.462
C -3.85583 4.55083 1.88538 0.120
C -2.54390 4.17987 1.44849 0.320
C -1.58074 5.19355 1.10642 -0.391
N -4.80453 3.55301 2.48984 0.991
O -4.40046 2.59719 3.13557 -0.460
O -6.00908 3.74826 2.23982 -0.591
H -1.13151 7.26400 1.06945 0.438
H -3.23667 7.94045 1.83041 0.381
H -4.97162 6.29517 2.48600 0.428
H -2.28838 3.13122 1.41048 0.313
H -0.62728 4.93524 0.66986 0.160
C -0.66259 4.16575 -2.73446 -0.880
C -1.35291 3.06987 -2.15031 0.964
C -2.69759 2.83564 -2.38856 -0.065
C -3.39708 3.70182 -3.22669 -0.528
C -2.70557 4.79043 -3.80517 -0.569
C -1.33751 5.06405 -3.54715 -0.829
N -4.77752 3.47296 -3.62151 0.976
O -5.28819 2.37918 -3.23497 -0.517
O -5.30650 4.31233 -4.40909 -0.589
H 0.39808 4.27015 -2.55984 0.647
H -0.82772 2.35994 -1.52858 -0.138
H -3.21444 1.99988 -1.94049 0.562
H -3.22377 5.50045 -4.43265 0.504
H -0.87806 5.97189 -3.90927 0.495
C 5.01874 1.03690 1.92994 -0.399
C 4.22868 1.48293 2.99203 -0.431
C 4.77218 1.77235 4.18533 0.258
C 6.14979 1.65363 4.41136 -0.176
C 6.98952 1.24941 3.34104 -0.413
C 6.41942 0.95732 2.05377 -0.820
N 6.66554 1.71219 5.79226 0.969
O 5.83187 1.60438 6.64971 -0.566
O 7.88634 1.83375 5.92604 -0.593
H 4.62993 0.86075 0.93786 0.460
H 3.15464 1.54725 2.89877 0.571
H 4.13360 1.95130 5.03774 0.100
H 8.04671 1.07706 3.47901 0.424
H 6.94235 0.75039 1.13175 0.525
C 1.54441 1.85300 8.16251 -0.463
C 2.04642 2.19783 6.91294 -0.596
C 1.15270 2.29195 5.85662 -0.148
C -0.21451 1.90160 5.94829 0.011
C -0.66498 1.51891 7.22004 -0.152
C 0.19069 1.50279 8.32569 -0.743
N -1.14572 1.78561 4.80979 0.978
O -0.67666 2.06240 3.68970 -0.402
O -2.25372 1.33381 5.03049 -0.575
H 2.23538 1.82196 8.99196 0.415
H 3.00136 2.68975 6.80114 0.451
H 1.56268 2.61349 4.91061 0.476
H -1.65195 1.15499 7.46466 0.390
H -0.12276 1.35153 9.34807 0.407
C -4.67516 -1.40033 -3.66684 -0.302
C -5.96417 -1.16617 -3.11153 -1.072
C -6.59988 -2.28828 -2.49711 -0.265
C -6.05873 -3.58454 -2.57527 -0.138
C -4.73112 -3.73136 -3.06738 -0.001
C -4.12275 -2.66021 -3.73073 -0.811
N -6.83266 -4.77601 -2.18079 0.989
O -7.55315 -4.65062 -1.21416 -0.573
O -6.52431 -5.86747 -2.70743 -0.588
H -4.16544 -0.59674 -4.17755 0.554
H -6.46060 -0.20723 -3.13130 0.617
H -7.57156 -2.02867 -2.10362 0.522
H -4.22346 -4.68451 -3.05356 0.531
H -3.12075 -2.66339 -4.13371 0.523
C -0.88924 -2.50878 2.88266 0.257
C -1.47058 -1.50938 3.68818 -0.576
C -1.76152 -1.72455 5.04332 -0.732
C -1.41793 -2.94812 5.61544 -0.104
C -0.81968 -3.95538 4.78267 -0.444
C -0.56738 -3.72680 3.42728 -0.541
N -1.55057 -3.15545 7.08964 0.903
O -1.49053 -4.29689 7.61109 -0.584
O -1.45768 -2.14963 7.79055 -0.519
H -0.52849 -2.15017 1.92995 0.237
H -1.81510 -0.58129 3.25649 0.641
H -2.25385 -0.99398 5.66805 0.475
H -0.40334 -4.86837 5.18208 0.484
H -0.01359 -4.34657 2.73765 0.452
C 0.12312 1.02017 0.43065 -0.232
C -1.14013 0.48499 0.19512 0.056
C -1.35174 -0.59617 -0.64916 -0.435
C -0.19299 -1.16764 -1.26409 -0.406
C 1.00527 -0.46079 -1.23263 0.021
C 1.20472 0.59108 -0.30777 -1.032
N -0.29556 -2.43511 -2.02287 1.513
O 0.76970 -2.95944 -2.42352 -0.575
O -1.44032 -2.91648 -2.20770 -0.626
H 0.19103 1.88646 1.07201 0.322
H -2.00500 0.83726 0.73759 -0.154
H -2.32337 -1.04755 -0.78549 0.731
H 1.84198 -0.80810 -1.82059 0.364
H 2.20988 0.95119 -0.14534 0.539
C 5.86329 -5.58688 -2.83249 -0.668
C 7.03056 -4.83261 -2.90312 -0.460
C 6.97677 -3.45349 -2.68823 -0.560
C 5.80316 -2.89847 -2.21581 -0.200
C 4.69150 -3.72074 -1.97118 0.202
C 4.73514 -5.08279 -2.25027 -0.542
N 5.72840 -1.49742 -1.74695 1.245
O 6.74936 -0.85644 -1.76268 -0.675
O 4.71102 -1.07696 -1.30966 -0.433
H 6.02340 -6.63956 -3.01319 0.373
H 7.97843 -5.24277 -3.21889 0.381
H 7.89878 -2.90477 -2.81160 0.456
H 3.75509 -3.31467 -1.61814 0.484
H 3.84362 -5.68398 -2.14941 0.461
C 1.61120 -5.21242 0.16473 -0.124
C 1.89976 -6.54787 -0.18504 -1.027
C 2.91589 -7.22764 0.40290 -0.361
C 3.84223 -6.55883 1.18341 -0.224
C 3.55108 -5.22218 1.46836 -0.384
C 2.49654 -4.52556 0.97244 -0.297
N 4.95078 -7.26419 1.81795 0.892
O 5.30137 -6.77309 2.90863 -0.540
O 5.27835 -8.42596 1.47680 -0.572
H 0.75937 -4.75764 -0.31895 0.479
H 1.19385 -7.05836 -0.82341 0.443
H 3.06353 -8.28895 0.26792 0.473
H 4.20155 -4.72724 2.17428 0.461
H 2.43074 -3.48828 1.26590 0.765
C -9.18948 0.32133 -0.94078 -0.414
C -8.84926 -0.69452 -0.10147 -0.634
C -7.57171 -0.78593 0.48523 -0.311
C -6.60578 0.19600 0.12400 -0.216
C -7.02615 1.21915 -0.72650 -0.040
C -8.25052 1.26074 -1.29160 -0.526
N -5.20627 0.01386 0.48578 1.009
O -4.88781 -1.00432 1.03820 -0.555
O -4.40363 0.95047 0.22823 -0.317
H -10.17741 0.31155 -1.37702 0.371
H -9.50687 -1.52146 0.12244 0.382
H -7.38207 -1.55543 1.21892 0.374
H -6.34321 2.01774 -0.97598 0.418
H -8.51012 2.05841 -1.97185 0.453
C -4.57928 -4.29521 1.87206 -0.574
C -4.11006 -5.23727 2.75485 -0.645
C -3.07947 -6.05157 2.42297 -0.438
C -2.51074 -6.02179 1.10387 -0.480
C -2.91385 -5.00312 0.26303 0.116
C -3.99062 -4.15156 0.61656 -0.376
N -1.56065 -7.06882 0.67736 1.060
O -0.94328 -7.72792 1.50949 -0.611
O -1.38958 -7.15224 -0.52633 -0.588
H -5.36549 -3.60618 2.14326 0.429
H -4.66629 -5.36645 3.67153 0.461
H -3.05243 -6.89777 3.09350 0.433
H -2.43597 -4.80407 -0.68481 0.572
H -4.24412 -3.26886 0.04826 0.629
```

Output
LUMO level	-0.0641	Ha
Kohn-Sham gap	7.9	eV
HOMO energy	-9.6214	eV

Stability check: which of them is most stable? run B.